# 1
{"formula": "C2HNS2", "method": "the ωB97M-V functional and the def2-TZVPD basis", "species": ["N", "C", "C", "S", "S", "H"], "coordinates": [[-2.208177, -1.061586, -0.040081], [-1.219005, -0.506716, -0.159678], [-0.104066, 0.317359, -0.029594], [-0.298229, 1.901228, 0.050090], [1.354758, -0.807574, 0.181646], [2.474717, 0.157291, -0.002384]], "forces_ev_per_angstrom": [[-1.0, -0.9, -0.2], [-0.8, -0.2, 0.3], [2.6, -0.5, 0.3], [0.5, 0.3, -0.1], [0.9, 2.7, -0.7], [-2.2, -1.5, 0.4]], "lowdin_charge": [0.20, -0.43, -1.19, 0.76, 0.70, -0.04], "e_lumo_ev": -1.68, "spin_multiplicity": 1, "e_above_lowest_kcal_mol": 5.9, "smiles": "N#CC(=S)S", "charge": 0, "homo_ev": -9.8}

***

# 2
{"formula": "C35H52B2ClF8NO30P", "method": "the ωB97M-V functional and the def2-TZVPD basis", "species": ["C", "C", "O", "B", "O", "P", "Cl", "C", "C", "N", "C", "C", "C", "C", "O", "C", "C", "C", "O", "B", "O", "O", "H", "H", "H", "H", "H", "H", "H", "H", "H", "H", "H", "H", "H", "H", "H", "H", "H", "H", "H", "H", "H", "H", "H", "H", "H", "H", "H", "H", "C", "C", "O", "C", "O", "O", "F", "H", "H", "H", "C", "C", "O", "C", "O", "O", "F", "H", "H", "H", "C", "C", "O", "C", "O", "O", "F", "H", "H", "H", "C", "C", "O", "C", "O", "O", "F", "H", "H", "H", "C", "C", "O", "C", "O", "O", "F", "H", "H", "H", "C", "C", "O", "C", "O", "O", "F", "H", "H", "H", "C", "C", "O", "C", "O", "O", "F", "H", "H", "H", "C", "C", "O", "C", "O", "O", "F", "H", "H", "H"], "coordinates": [[1.976568, -2.314151, 1.726782], [0.549794, -2.458242, 1.206538], [0.214134, -1.423243, 0.270868], [-1.108242, -1.353733, -0.148338], [-1.933588, -2.446025, 0.205082], [-1.989456, 0.149685, -1.097778], [-3.174328, 1.818316, -2.311439], [-0.709759, 1.519319, -0.635692], [0.452174, 1.477287, -1.635793], [1.584286, 2.402414, -1.390232], [2.788365, 1.856847, -0.786903], [2.803841, 1.524582, 0.713527], [1.219021, 3.711766, -0.991536], [0.985053, 4.078601, 0.463274], [1.062818, 4.579849, -1.819566], [-3.095496, 0.519589, 0.483507], [-3.163342, 1.946886, 1.049195], [-2.216281, 2.198164, 2.241978], [-4.523704, 2.215839, 1.506505], [-3.248719, -1.111902, -1.936190], [-2.689175, -2.182741, -2.621548], [-4.611693, -1.032979, -1.968449], [2.668197, -2.133548, 0.899458], [2.229353, -3.245733, 2.228524], [2.025307, -1.478784, 2.425594], [-0.128864, -2.380737, 2.061337], [0.452852, -3.449753, 0.757718], [-1.660959, -3.245092, -0.258261], [-1.161213, -0.076496, -2.317674], [-1.195307, 2.485669, -0.786519], [-0.336081, 1.401533, 0.384454], [0.857398, 0.469619, -1.754262], [0.019437, 1.760254, -2.601101], [3.017984, 0.933158, -1.331974], [3.611351, 2.544412, -1.013707], [1.847963, 1.132062, 1.062151], [3.066057, 2.405723, 1.308060], [3.583297, 0.783548, 0.917307], [0.952617, 3.221302, 1.129641], [0.049290, 4.634205, 0.518804], [1.799472, 4.732212, 0.795553], [-4.129618, 0.190169, 0.342128], [-2.702184, -0.122394, 1.288649], [-3.007951, 2.706352, 0.285580], [-1.306070, 2.718892, 1.930622], [-2.720471, 2.779603, 3.013905], [-1.881825, 1.253051, 2.685639], [-4.654964, 1.672491, 2.289073], [-1.838433, -1.905729, -2.988460], [-4.910977, -0.188981, -1.610962], [-3.186620, -2.961879, 4.525297], [-4.072281, -3.161101, 3.315417], [-4.915714, -2.020806, 3.364299], [-4.217110, -1.029830, 3.987003], [-4.516590, 0.113871, 3.963610], [-3.134811, -1.536164, 4.620430], [-4.832660, -4.286175, 3.434103], [-3.651400, -3.370646, 5.424759], [-2.189307, -3.375646, 4.405893], [-3.548676, -3.177838, 2.359682], [4.467813, -6.525014, 3.412012], [3.288434, -6.884533, 4.289890], [2.238757, -6.147114, 3.700987], [2.538314, -5.974373, 2.379327], [1.774159, -5.599667, 1.560957], [3.837002, -6.287281, 2.152277], [3.458262, -6.483307, 5.573145], [4.947326, -5.609052, 3.760373], [5.204948, -7.318691, 3.326205], [3.027534, -7.944745, 4.287765], [-7.693641, -3.761015, 4.680737], [-9.017314, -4.407883, 4.341056], [-9.189452, -5.324267, 5.409423], [-8.522038, -4.831300, 6.491400], [-8.659448, -5.219996, 7.601316], [-7.692694, -3.832716, 6.114532], [-8.977486, -5.089508, 3.172673], [-6.855313, -4.331063, 4.288438], [-7.614492, -2.730776, 4.344575], [-9.867176, -3.723636, 4.318332], [3.468471, 1.672311, -4.978509], [4.016271, 0.322944, -5.385143], [3.107217, -0.574652, -4.775204], [1.904518, 0.075296, -4.673689], [0.875985, -0.461439, -4.444650], [2.066642, 1.399880, -4.882190], [5.264615, 0.103293, -4.885134], [3.847180, 1.986013, -4.005721], [3.660883, 2.455451, -5.706223], [4.029320, 0.152767, -6.458690], [2.104324, 0.513462, -10.462659], [2.404498, 1.958676, -10.125500], [3.268619, 1.831412, -9.009760], [3.906101, 0.633908, -9.110450], [4.853838, 0.323882, -8.469538], [3.303043, -0.144564, -10.035913], [1.299800, 2.645103, -9.764436], [1.257837, 0.144634, -9.882243], [1.929089, 0.339122, -11.520262], [2.920584, 2.511303, -10.912847], [-5.052827, 4.633557, -1.031750], [-5.868652, 4.346088, -2.269093], [-6.841752, 5.388843, -2.236969], [-6.294801, 6.442725, -1.574907], [-6.741739, 7.544071, -1.580454], [-5.177258, 6.065570, -0.925120], [-6.501224, 3.154812, -2.206766], [-5.486192, 4.162639, -0.148132], [-4.013860, 4.332582, -1.128576], [-5.307463, 4.404275, -3.201934], [8.138535, 2.730639, -1.733873], [6.888818, 2.450715, -0.925843], [5.930068, 3.265687, -1.567360], [6.311229, 3.418707, -2.867625], [5.613211, 3.819627, -3.732025], [7.600130, 3.024172, -3.023902], [7.018491, 2.838210, 0.366424], [8.661997, 3.606728, -1.347754], [8.822013, 1.887838, -1.787016], [6.550889, 1.413114, -0.950617], [3.871084, 0.314274, 6.418492], [3.714757, 0.933129, 5.045094], [4.071241, -0.138318, 4.194183], [3.792633, -1.301449, 4.842782], [3.727690, -2.361380, 4.323985], [3.578342, -1.061497, 6.161233], [4.569186, 1.965718, 4.850717], [4.898986, 0.408592, 6.771995], [3.188828, 0.719466, 7.160342], [2.702550, 1.261049, 4.802242]], "forces_ev_per_angstrom": [[-0.6, 0.3, -0.5], [0.4, 0.1, 0.1], [-0.3, 0.0, 0.1], [0.3, -0.1, 0.1], [-0.1, 0.2, 0.0], [1.1, -1.1, 0.9], [-0.8, 1.0, -0.7], [0.4, -0.1, -0.5], [-0.5, 0.4, -0.3], [0.2, -0.3, 0.4], [0.0, -0.2, 0.0], [0.3, 0.2, 0.2], [-0.2, 0.5, -0.6], [0.3, -0.2, 0.2], [-0.1, -0.2, 0.1], [0.2, 0.5, 0.3], [-0.7, -0.1, 0.8], [0.4, -0.2, -0.3], [0.3, 0.2, -0.2], [-0.1, 0.0, -0.2], [-0.2, 0.2, -0.3], [0.0, -0.2, 0.2], [0.0, -0.1, 0.1], [0.2, 0.2, 0.1], [0.2, 0.0, 0.0], [-0.1, -0.2, -0.1], [-0.2, 0.1, -0.1], [-0.1, -0.1, 0.1], [-0.1, -0.1, -0.1], [0.0, 0.0, 0.4], [-0.2, -0.1, 0.1], [0.1, 0.0, 0.1], [0.1, -0.2, 0.0], [-0.1, 0.1, 0.0], [-0.1, 0.0, 0.1], [0.0, -0.1, -0.1], [-0.2, -0.1, 0.0], [-0.1, -0.1, 0.0], [-0.1, 0.0, -0.1], [0.1, 0.0, 0.0], [-0.1, 0.0, -0.1], [0.1, 0.0, -0.3], [0.0, -0.1, -0.1], [0.0, -0.2, -0.1], [-0.1, 0.1, 0.1], [0.0, 0.1, -0.1], [-0.1, 0.1, 0.0], [-0.1, -0.2, 0.1], [0.1, 0.0, 0.2], [0.1, 0.1, 0.0], [0.2, 0.0, 0.0], [-0.1, 0.0, 0.0], [0.3, -0.1, 0.0], [-0.1, 0.1, -0.1], [-0.1, 0.2, 0.1], [0.0, -0.1, 0.0], [0.0, 0.1, 0.0], [-0.1, 0.0, -0.1], [0.1, 0.2, 0.0], [0.0, -0.1, -0.1], [0.2, 0.0, 0.0], [0.0, 0.2, 0.0], [0.0, -0.3, -0.1], [0.1, 0.2, 0.1], [-0.1, -0.1, -0.1], [0.0, -0.1, 0.1], [0.0, 0.0, 0.0], [-0.1, 0.0, 0.1], [-0.1, 0.0, -0.2], [0.0, 0.0, 0.1], [0.0, 0.2, 0.0], [0.1, -0.2, 0.0], [-0.2, 0.2, 0.1], [0.1, 0.0, 0.0], [0.0, -0.1, 0.0], [0.0, 0.0, -0.1], [0.0, -0.1, 0.0], [-0.1, -0.1, -0.1], [0.0, 0.1, 0.2], [0.0, 0.0, -0.1], [0.0, 0.2, 0.0], [-0.1, 0.1, 0.3], [0.0, 0.1, -0.2], [-0.2, 0.0, 0.2], [0.0, -0.1, -0.1], [0.1, -0.1, -0.1], [0.0, 0.0, 0.0], [0.0, -0.1, 0.0], [-0.2, 0.0, 0.0], [0.2, -0.1, 0.1], [-0.1, -0.1, -0.1], [-0.1, 0.0, 0.2], [0.2, 0.1, -0.2], [-0.1, 0.0, 0.1], [0.0, 0.0, -0.1], [0.0, 0.1, 0.0], [0.0, 0.0, 0.1], [0.0, 0.1, 0.0], [0.2, -0.1, 0.0], [-0.1, 0.1, 0.0], [0.2, -0.1, 0.1], [0.0, -0.2, 0.2], [0.2, 0.1, -0.2], [0.0, -0.1, 0.1], [-0.1, 0.1, 0.0], [-0.1, 0.0, -0.1], [-0.2, 0.1, 0.0], [0.0, -0.1, -0.1], [0.0, 0.2, -0.1], [0.0, -0.1, 0.0], [0.1, -0.1, 0.0], [0.0, 0.1, 0.0], [0.0, -0.2, -0.1], [0.0, 0.0, 0.0], [0.0, 0.1, -0.1], [0.0, 0.0, 0.1], [0.0, 0.1, 0.0], [-0.1, 0.0, 0.1], [-0.1, 0.0, -0.2], [0.0, 0.0, 0.1], [-0.1, 0.0, 0.2], [0.1, 0.0, 0.0], [-0.2, 0.0, 0.0], [0.0, 0.0, 0.0], [0.2, -0.2, 0.1], [0.0, 0.1, 0.0], [0.0, -0.1, 0.0], [0.0, 0.1, -0.1], [-0.1, -0.1, 0.0], [0.0, 0.1, 0.0]], "lowdin_charge": [-0.06, -0.24, 0.03, -0.62, 0.06, 0.57, 0.16, -0.33, -0.22, -0.10, -0.22, -0.08, -0.47, -0.01, 0.10, -0.25, -0.45, -0.04, -0.09, -0.80, 0.08, 0.11, 0.09, 0.05, 0.06, 0.12, 0.11, 0.10, 0.00, 0.04, 0.06, 0.10, 0.11, 0.11, 0.10, 0.06, 0.06, 0.07, 0.04, 0.09, 0.09, 0.08, 0.06, 0.07, 0.05, 0.08, 0.07, 0.04, 0.08, 0.06, -0.04, -0.29, 0.13, -0.54, 0.18, 0.08, 0.06, 0.14, 0.14, 0.17, -0.05, -0.32, 0.13, -0.55, 0.18, 0.08, 0.07, 0.14, 0.14, 0.17, -0.05, -0.31, 0.13, -0.56, 0.18, 0.07, 0.08, 0.12, 0.14, 0.17, -0.04, -0.31, 0.13, -0.55, 0.18, 0.08, 0.07, 0.12, 0.14, 0.14, -0.04, -0.32, 0.13, -0.55, 0.17, 0.08, 0.09, 0.15, 0.14, 0.17, -0.06, -0.33, 0.12, -0.57, 0.15, 0.07, 0.07, 0.14, 0.10, 0.17, -0.05, -0.32, 0.12, -0.54, 0.19, 0.07, 0.07, 0.14, 0.14, 0.18, -0.05, -0.31, 0.13, -0.55, 0.18, 0.07, 0.08, 0.14, 0.14, 0.18], "e_lumo_ev": 1.63, "spin_multiplicity": 1, "charge": -1, "homo_ev": -4.0}

***

Kohn-Sham gap in eV, matching the order above: 8.1, 5.6